(1)
46
Properties=species:S:1:pos:R:3:forces:R:3:lowdin_charge:R:1 method="wB97M-V/def2-TZVPD" e_above_lowest_kcal_mol=0.0 gap_ev="5.3 / 5.2" homo_ev="-5.634 / -5.580" largest_force_ha_per_bohr=0.0087
Ti 0.4381 0.6105 -0.2699 -0.096 -0.119 -0.423 1.0015
O 0.8161 4.5516 -1.1407 -0.096 0.040 0.154 0.1092
C 1.0543 3.4085 -0.8263 0.107 -0.118 -0.046 -0.4311
N 0.5670 2.6275 0.1936 -0.044 0.250 0.008 0.0050
C -0.2210 3.1155 1.2039 0.161 0.035 -0.118 -0.4258
O -0.5203 4.2578 1.4628 -0.046 0.014 0.040 0.1117
C -0.7197 1.9827 2.0915 0.085 0.174 -0.163 -0.1657
C -1.6319 2.2448 3.0925 0.047 -0.168 0.134 0.0191
C -2.0645 1.1848 3.8771 0.008 0.004 -0.019 -0.0326
C -1.5708 -0.0871 3.6292 0.012 0.014 -0.022 -0.0381
C -0.6716 -0.2629 2.5895 -0.047 0.089 0.030 -0.0956
N -0.2541 0.7516 1.8265 -0.263 -0.129 0.050 0.0260
C 2.0507 2.6124 -1.6575 0.221 -0.217 0.091 -0.1626
C 2.8045 3.2394 -2.6407 -0.070 -0.063 0.012 0.0162
C 3.7822 2.5093 -3.2869 0.045 -0.077 -0.008 -0.0363
C 3.9847 1.1735 -2.9453 0.005 0.108 -0.057 -0.0467
C 3.1719 0.6100 -1.9855 -0.130 0.200 -0.013 -0.1036
N 2.2213 1.3130 -1.3555 0.000 -0.048 0.009 0.0062
H -1.9775 3.2598 3.2231 0.009 0.007 0.008 0.1251
H -2.7841 1.3463 4.6690 -0.001 0.000 0.003 0.1137
H -1.8859 -0.9389 4.2147 -0.007 0.000 0.005 0.1094
H -0.2869 -1.2445 2.3414 -0.002 -0.003 0.003 0.1083
H 2.6056 4.2786 -2.8576 -0.005 0.011 0.006 0.1239
H 4.3925 2.9740 -4.0504 0.005 -0.011 -0.003 0.1132
H 4.7457 0.5763 -3.4264 0.006 0.012 -0.012 0.1074
H 3.2554 -0.4339 -1.7137 -0.016 -0.009 0.015 0.1012
C 2.1731 -2.2594 0.6314 0.059 -0.028 0.082 -0.0315
C 0.7503 -2.5375 0.2680 -0.050 0.262 -0.101 -0.3451
C 0.1231 -3.7648 0.5249 -0.109 -0.098 0.035 -0.0224
C -1.2035 -3.9565 0.2340 0.064 0.146 -0.011 -0.0308
C -1.9335 -2.8975 -0.3612 0.172 -0.238 0.009 -0.1958
C -3.3097 -2.9188 -0.6885 -0.101 0.005 -0.031 -0.6253
Br -4.3395 -4.4723 -0.3382 0.004 0.004 -0.003 0.7654
C -3.9238 -1.8309 -1.2422 0.089 -0.059 0.046 -0.1658
C -3.1918 -0.6626 -1.5124 -0.029 0.087 -0.177 -0.6117
Br -4.0682 0.8263 -2.2647 0.005 -0.010 0.013 0.7920
C -1.8430 -0.5851 -1.2484 0.192 0.161 0.120 -0.3897
O -1.0766 0.4769 -1.4583 -0.222 -0.119 0.156 -0.1968
C -1.2253 -1.7197 -0.6463 0.013 0.136 0.040 -0.1489
N 0.0929 -1.5213 -0.2960 0.084 -0.218 0.203 0.0264
H 2.5622 -2.9836 1.3456 0.001 -0.030 -0.035 0.0822
H 2.2692 -1.2651 1.0885 -0.043 -0.010 -0.016 0.0744
H 2.8126 -2.2791 -0.2553 -0.008 0.026 -0.004 0.0770
H 0.7018 -4.5584 0.9797 0.002 -0.002 0.000 0.1139
H -1.6935 -4.8928 0.4571 -0.007 -0.010 -0.002 0.0773
H -4.9784 -1.8584 -1.4758 -0.004 0.000 -0.004 0.0963

***

(2)
16
Properties=species:S:1:pos:R:3:forces:R:3:lowdin_charge:R:1 method="wB97M-V/def2-TZVPD" e_above_lowest_kcal_mol=85.1 gap_ev=7.5 homo_ev=-7.355 largest_force_ha_per_bohr=0.1198 smiles="CC1=C([O-])C[NH2+]1.O=C=O"
C 0.2495 -1.2414 0.8297 -2.019 -2.474 1.195 -0.4244
C -2.3417 0.7114 -0.7718 0.346 0.330 -0.744 -0.4431
C 0.5346 -1.6302 -0.7092 -1.266 -0.030 1.769 -0.0390
C 0.6177 0.0823 0.6098 -0.267 -2.223 0.375 -0.2847
C 0.4503 1.4061 1.2057 0.526 -1.530 2.195 -0.0438
N 0.9762 -0.2267 -0.7640 1.606 4.284 -4.127 -0.0308
O -1.6615 1.0168 -1.6508 1.186 0.281 -1.147 0.1844
O -0.2974 -1.9947 1.6745 1.230 1.711 -1.160 -0.0548
O -3.0588 0.4400 0.0589 -1.542 -0.686 2.003 0.2686
H 1.2874 -2.3959 -0.8809 -0.164 0.164 -0.392 0.1133
H -0.4714 -1.7105 -1.2364 1.636 -0.312 0.378 0.1379
H -0.3703 1.9186 0.8055 -1.645 0.947 -0.119 0.0414
H 1.2800 1.9936 0.9990 1.831 1.365 -0.384 0.0438
H 0.4553 1.3076 2.3454 -0.505 0.152 -1.619 0.1292
H 2.0595 0.0335 -1.0322 -3.228 -1.053 0.375 0.2315
H 0.2907 0.2894 -1.4834 2.273 -0.924 1.402 0.1703

***

(3)
62
Properties=species:S:1:pos:R:3:forces:R:3:lowdin_charge:R:1 method="wB97M-V/def2-TZVPD" total_charge=-2 e_above_lowest_kcal_mol=26.3 gap_ev=6.6 homo_ev=-2.635 largest_force_ha_per_bohr=0.0416
Cs -1.0683 0.3699 1.3554 1.007 0.472 -1.244 1.4942
O -3.2066 0.6645 0.0391 -1.392 0.214 -0.800 -0.3098
C -2.6480 1.3029 -0.8872 -0.575 -0.076 -0.223 -0.8290
O -1.9893 2.3494 -0.7682 0.145 0.329 -0.184 -0.0861
C -2.7573 0.6386 -2.2472 -0.081 -0.451 -0.296 -0.0414
C -3.8234 0.8356 -3.0641 0.356 0.366 0.318 0.0412
C -3.9489 0.1277 -4.2812 -0.016 -0.252 -0.350 -0.1773
C -3.0278 -0.8320 -4.6400 -0.080 0.128 0.132 0.0563
C -1.9729 -1.0999 -3.7789 0.116 -0.383 -0.412 -0.0725
C -1.7312 -0.3826 -2.5464 -0.276 0.515 0.386 -0.3147
O -0.7696 -0.5537 -1.7878 0.083 -0.039 -0.030 -0.0236
N -1.1181 -2.1940 -4.1657 -0.221 -0.052 0.592 -0.3472
O -1.0671 -2.5108 -5.3581 0.258 -0.087 -0.303 -0.0040
O -0.4944 -2.8003 -3.3062 -0.285 0.083 -0.279 0.0663
N -5.0638 0.3788 -5.1446 0.098 0.053 0.086 -0.3796
O -5.8932 1.2175 -4.7986 0.015 -0.088 -0.091 0.0156
O -5.1535 -0.2420 -6.2031 -0.075 0.018 -0.013 0.0037
H -4.5799 1.5615 -2.8021 -0.046 -0.017 0.012 0.1244
H -3.1390 -1.3967 -5.5553 0.013 0.080 0.097 0.1197
C 1.4023 4.0646 2.8828 -0.171 -0.070 0.089 -0.1090
O 2.2267 4.1915 1.7481 0.092 -0.001 -0.198 -0.1872
C 1.4727 4.3122 0.5557 0.015 0.094 -0.106 -0.2007
C 2.3524 3.9482 -0.6401 -0.096 0.089 0.300 -0.2134
O 2.3768 2.5665 -0.8853 0.159 0.022 -0.023 -0.1721
C 1.2130 2.1459 -1.5787 0.018 0.034 -0.049 -0.1041
H 0.7553 4.9466 3.0071 0.022 -0.053 -0.009 0.0868
H 2.0521 3.9825 3.7537 0.003 -0.007 -0.014 0.0850
H 0.7707 3.1684 2.8340 0.090 0.156 0.025 0.0633
H 1.0876 5.3430 0.4569 0.079 -0.093 0.027 0.1250
H 0.6005 3.6466 0.5936 0.052 0.042 -0.066 0.1166
H 3.3789 4.2600 -0.4195 -0.078 -0.018 0.007 0.1228
H 2.0148 4.4908 -1.5361 -0.048 -0.007 0.038 0.1175
H 1.2578 2.4821 -2.6256 -0.036 0.024 0.004 0.0936
H 0.3051 2.5384 -1.1297 -0.226 0.028 -0.025 0.0561
H 1.1597 1.0657 -1.5488 0.050 -0.067 0.096 0.0471
O 2.1190 -4.1610 -4.2343 0.229 0.067 0.035 0.0593
C 2.3524 -3.0329 -3.5173 -0.032 -0.117 -0.055 -0.3279
C 1.9865 -1.7734 -3.9812 0.209 0.004 0.118 -0.0183
C 2.1958 -0.6982 -3.1476 -0.060 -0.093 -0.209 -0.1274
N 2.7358 -0.7925 -1.9355 0.138 0.103 0.136 0.0544
C 3.0787 -1.9868 -1.5400 -0.017 -0.135 0.095 -0.7388
Br 3.7426 -2.1023 0.2496 0.097 -0.073 -0.041 0.7014
C 2.9445 -3.1571 -2.2701 -0.108 0.157 -0.042 -0.0481
H 1.4986 -3.9409 -4.9373 -0.244 -0.001 -0.018 0.0976
H 1.4819 -1.6492 -4.9292 -0.001 -0.022 -0.072 0.1117
H 1.8809 0.2892 -3.4463 -0.014 0.133 -0.080 0.1021
H 3.2084 -4.1208 -1.8700 0.023 -0.084 0.038 0.1047
O -0.5044 1.4767 3.8382 0.074 -0.168 0.984 -0.3086
N -0.4020 0.6911 4.8147 0.066 0.094 -0.496 -0.0649
N -0.2383 -0.5584 4.4760 -0.015 0.447 -0.221 -0.2881
O -0.1709 -0.9812 3.2388 0.616 -0.798 1.885 -0.4709
C -0.0798 -1.4659 5.5341 0.046 -0.307 0.133 -0.1832
C 0.3364 -2.7535 5.2130 -0.070 0.026 0.159 -0.0135
C 0.4980 -3.6861 6.2259 0.040 -0.040 -0.060 -0.1016
C 0.2470 -3.3499 7.5462 -0.021 -0.030 0.072 -0.1291
C -0.1785 -2.0608 7.8505 0.013 -0.033 0.101 -0.1132
C -0.3475 -1.1157 6.8575 0.069 -0.113 0.002 -0.0328
H 0.5121 -2.9830 4.1740 0.011 -0.002 -0.041 0.1059
H 0.8244 -4.6867 5.9702 0.004 -0.029 0.027 0.0942
H 0.3705 -4.0854 8.3309 0.005 -0.008 0.026 0.0847
H -0.3879 -1.7864 8.8780 0.006 -0.024 0.008 0.0907
H -0.6782 -0.1164 7.0836 -0.031 0.066 0.023 0.0960

***

(4)
21
Properties=species:S:1:pos:R:3:forces:R:3:lowdin_charge:R:1 method="wB97M-V/def2-TZVPD" e_above_lowest_kcal_mol=70.6 gap_ev="7.9 / 7.9" homo_ev="-9.772 / -9.773" largest_force_ha_per_bohr=0.1121
C 2.2685 -0.1482 -0.4475 0.042 1.190 -0.793 -0.0703
C 1.4999 -1.1877 -0.0235 -0.342 0.156 -0.042 -0.0836
C 1.5842 0.9654 -0.9039 -0.447 3.089 1.132 -0.0683
C 0.1316 -1.2261 -0.1050 -0.578 0.890 -0.431 -0.0229
C 0.2052 1.0924 -0.7114 -1.305 -0.192 -0.712 -0.0220
C -0.5544 -0.0450 -0.4123 -0.508 -0.203 -0.493 -0.1700
C -2.0560 -0.0292 -0.2867 1.352 2.563 3.827 -0.0183
N -2.1717 0.3214 1.8287 -2.456 3.125 -4.172 0.1567
N -2.9183 1.1894 -0.7766 0.477 -1.163 0.397 -0.3317
N -2.7772 -1.2593 -0.4362 -0.659 -1.673 0.318 -0.3636
O -2.5666 2.2710 -0.4036 0.424 0.331 0.162 0.0990
O -3.8858 0.9498 -1.4521 0.100 -0.423 -0.177 0.1179
O -3.7945 -1.3233 0.2126 -0.603 -0.288 -0.321 0.0959
O -2.2929 -2.1804 -1.0760 -0.300 0.752 -0.160 0.1060
H 3.3555 -0.1724 -0.4350 -0.256 -0.038 0.139 0.1159
H 1.9738 -1.9183 0.5161 1.103 -2.327 0.668 0.0861
H 2.0361 1.9884 -1.0357 0.190 -1.521 -0.410 0.1261
H -0.4007 -2.1461 -0.0103 -0.063 -0.372 0.617 0.1043
H -0.3992 2.0163 -0.8542 1.200 -0.546 -0.007 0.1156
H -3.2312 0.3482 1.9645 1.771 -0.385 -0.317 0.0580
H -1.8345 -0.5060 2.1798 0.859 -2.965 0.775 -0.0308